Entry 1:
A single C5H2ClFS molecule in a non-equilibrium geometry, computed with ωB97M-V/def2-TZVPD.

```
10
C5H2ClFS (ωB97M-V/def2-TZVPD)
C 1.32 0.80 -0.96
C 0.25 0.09 -1.16
C -0.86 -0.65 -0.27
C -0.79 -0.66 1.16
C -0.77 -0.65 2.35
H 1.80 1.55 -1.72
H -0.60 -0.44 3.45
F -0.40 0.18 -2.26
S -2.13 -1.19 -1.19
Cl 2.19 0.97 0.60
```

Total charge: 0
HOMO energy: -9.1 eV
Energy: -1149.8068 Eh
Energy above the lowest of the compared OMol25 structures with the same formula, charge and spin: 39.23 kcal per mole
SMILES string: C#CC(=S)/C(F)=C\Cl

Mulliken atomic charges, in units of e: -0.266, 0.378, 0.018, -0.552, 0.261, 0.303, 0.387, -0.210, -0.155, -0.164


Entry 2:
A single C5H2F6 molecule in a non-equilibrium geometry, computed with ωB97M-V/def2-TZVPD.

```
13
C5H2F6 (ωB97M-V/def2-TZVPD)
C -1.12 1.59 0.38
C -2.02 0.63 0.19
C 0.25 1.22 0.03
C -0.24 -1.11 0.00
C -1.74 -0.75 -0.29
F -1.44 2.81 0.87
F -3.35 0.85 0.29
F 0.60 1.33 -1.25
F 0.01 -1.40 1.21
F -2.62 -1.51 0.41
F -1.97 -0.98 -1.62
H 1.11 1.23 0.81
H 0.51 -1.49 -0.84
```

Total charge: 0
HOMO energy (spin up / spin down): -9.2 / -9.1 eV
Energy: -790.7616 Eh
Energy above the lowest of the compared OMol25 structures with the same formula, charge and spin: 66.90 kcal per mole

Mulliken atomic charges, in units of e: 0.726, -0.310, -0.320, -0.386, 1.233, -0.262, -0.294, -0.232, -0.240, -0.285, -0.285, 0.302, 0.353


Entry 3:
A molecular structure, C5H2N2 in a non-equilibrium geometry, computed with ωB97M-V/def2-TZVPD.

```
9
C5H2N2 (ωB97M-V/def2-TZVPD)
C -0.64 0.37 2.39
C -0.83 2.19 0.78
C -0.61 -0.18 -0.06
C 0.66 0.00 -0.12
C -0.68 0.82 1.07
N -0.66 -0.02 3.47
N -0.99 3.30 0.54
H -1.38 -0.79 -0.50
H 1.67 0.29 -0.13
```

<S²>: 2.04
Total charge: 0
HOMO energy (spin up / spin down): -7.4 / -11.6 eV
Energy: -300.9921 Eh
Energy above the lowest of the compared OMol25 structures with the same formula, charge and spin: 30.76 kcal per mole
2S+1: 3

Mulliken atomic charges, in units of e: 0.388, 0.401, -0.377, -0.490, -0.025, -0.351, -0.349, 0.360, 0.442


- Look up the energy above the lowest of the compared OMol25 structures with the same formula, charge and spin of the second one.
  66.90 kcal per mole